Molecular formula: C5H10N2S
Method: DFT, ωB97M-V/def2-TZVPD

Summary:
- Electronic energy: -704.1655 Ha
- LUMO: 0.86 eV
- Energy relative to the best compared isomer or geometry (same formula, charge and spin): 36.56 kcal/mol

```
18
Properties=species:S:1:pos:R:3:forces:R:3
C -2.252825 -0.703630 -2.002946 0.63 -0.10 0.70
C -1.466713 -0.003830 -0.882091 -1.48 -0.32 -0.05
C -0.078563 -1.956607 -0.067758 0.16 -0.41 0.29
C 0.332272 -0.763954 0.702611 -0.74 1.12 1.14
C 1.712787 -0.252679 0.951924 0.94 -0.13 0.90
H -2.512941 -1.737081 -1.709206 0.16 0.43 -0.11
H -3.150569 -0.181709 -2.305556 -0.06 0.25 0.26
H -1.578099 -0.751334 -2.849516 0.06 -0.20 -0.31
H -1.294127 1.451954 0.394005 -0.17 -0.51 -0.41
H 0.719190 -2.508880 -0.526080 -0.03 -0.56 -0.29
H -0.941798 -2.476707 0.324283 -0.01 -0.30 -0.11
H -0.301395 -0.496198 1.558041 -0.19 -0.19 -0.38
H 2.414751 -0.593161 0.205821 0.18 0.02 -0.38
H 2.122265 -0.637280 1.931855 -0.62 0.39 -0.91
H 1.532752 1.802629 -0.189049 -0.11 0.14 -0.39
N -1.912074 1.051906 -0.332729 0.38 0.19 0.02
N -0.272129 -0.650317 -0.596240 0.94 0.93 -0.21
S 1.799853 1.587552 1.091109 -0.03 -0.76 0.24
```
Forces are in eV/Å.

Charges in e, computed with Mulliken, in the same order as the atoms:
1. C -1.0447
2. C 0.5996
3. C -0.4778
4. C -0.0560
5. C -0.9791
6. H 0.2762
7. H 0.3183
8. H 0.3164
9. H 0.2688
10. H 0.2557
11. H 0.3136
12. H 0.4085
13. H 0.3659
14. H 0.3659
15. H 0.1317
16. N -0.6940
17. N -0.1408
18. S -0.2283

***

Molecular formula: C5H10N2S
Method: DFT, ωB97M-V/def2-TZVPD

Summary:
- Electronic energy: -703.9974 Ha
- LUMO: 0.36 eV
- Energy relative to the best compared isomer or geometry (same formula, charge and spin): 142.07 kcal/mol

```
18
Properties=species:S:1:pos:R:3:forces:R:3
C -0.551155 -1.482034 2.167589 -2.47 2.13 -1.34
C -0.096714 -1.393174 0.632656 0.61 0.65 2.14
C 1.276899 0.734801 0.316606 0.69 0.53 -1.28
C -0.858459 0.172151 -1.106202 0.14 -0.02 1.19
C -0.231484 2.132085 -2.481817 -3.05 -1.99 1.56
H -0.638507 -2.557329 2.491608 0.59 1.22 -0.33
H 0.131352 -0.818665 2.743548 -0.71 -0.89 0.19
H -1.670502 -1.056373 2.180540 2.46 -0.72 0.46
H 0.833694 -1.955043 0.758793 0.23 0.32 -1.41
H -0.857991 -1.918862 0.161347 -0.85 -1.34 -1.32
H 1.094580 0.790600 1.781064 1.19 0.19 -4.95
H 1.431187 1.939526 -0.477868 -0.99 -3.82 3.11
H 2.357513 0.095245 -0.200887 -3.42 1.78 2.29
H -1.527383 -0.708190 -1.089604 -0.35 0.81 -0.78
H -0.729759 3.049307 -2.702423 -0.40 0.77 0.36
N 0.013006 -0.080353 -0.108359 2.88 0.15 1.89
N -1.085880 1.241589 -1.790263 1.59 0.78 -1.24
S 1.109603 1.814719 -3.276327 1.86 -0.54 -0.54
```
Forces are in eV/Å.

Charges in e, computed with Mulliken, in the same order as the atoms:
1. C -0.8675
2. C -0.6501
3. C -0.6021
4. C 0.3993
5. C -0.2727
6. H 0.3251
7. H 0.2762
8. H 0.2302
9. H 0.2984
10. H 0.3104
11. H 0.2056
12. H 0.2022
13. H 0.2643
14. H 0.2254
15. H 0.3162
16. N 0.0558
17. N -0.4733
18. S -0.2434

***

Molecular formula: C5H10N3
Method: DFT, ωB97M-V/def2-TZVPD

Summary:
- Total charge: +1
- Electronic energy: -360.4341 Ha
- LUMO: -3.58 eV
- Energy relative to the best compared isomer or geometry (same formula, charge and spin): 88.45 kcal/mol

```
18
Properties=species:S:1:pos:R:3:forces:R:3
C 1.541756 1.108208 -0.259066 0.03 -0.30 -0.16
C 2.755237 0.769437 0.365814 -0.23 -0.22 -0.02
C 1.048260 -0.116256 -0.622678 -5.20 0.04 -0.80
C -1.934574 -0.372320 1.102732 -0.11 -0.45 0.87
C -0.950396 -0.365422 -1.141938 5.33 0.03 0.14
N 2.921511 -0.538160 0.398140 1.06 -0.25 0.46
N 1.857058 -1.083265 -0.180400 -0.29 0.05 -0.16
N -1.737455 0.366201 -0.160636 -0.31 0.49 -0.09
H 1.148180 2.084804 -0.448525 -0.14 0.22 -0.08
H 3.481760 1.425564 0.800807 0.24 0.06 0.05
H -2.639164 0.153216 1.743689 0.04 0.11 -0.11
H -2.328578 -1.364458 0.885546 0.00 0.12 -0.12
H -0.984341 -0.475834 1.621773 0.07 0.08 -0.16
H -0.961004 0.078047 -2.125914 -0.25 0.11 -0.03
H -1.099442 -1.432815 -1.132854 -0.34 -0.07 0.10
H 1.805766 -2.082461 -0.307445 0.02 0.15 0.01
H -2.660368 0.583201 -0.566804 0.28 0.04 0.13
H -1.264201 1.262307 0.027767 -0.21 -0.22 -0.03
```
Forces are in eV/Å.

Charges in e, computed with Mulliken, in the same order as the atoms:
1. C -0.2134
2. C -0.4766
3. C 0.1973
4. C -0.8407
5. C -0.8066
6. N -0.7210
7. N 0.2680
8. N -0.0695
9. H 0.4036
10. H 0.4603
11. H 0.3550
12. H 0.3621
13. H 0.3315
14. H 0.3972
15. H 0.3567
16. H 0.2362
17. H 0.4000
18. H 0.3598

***

Molecular formula: C5H10N3
Method: DFT, ωB97M-V/def2-TZVPD

Summary:
- Total charge: +1
- Electronic energy: -360.3935 Ha
- LUMO (spin up / spin down): -5.80 / -5.80 eV
- Energy relative to the best compared isomer or geometry (same formula, charge and spin): 113.94 kcal/mol

```
18
Properties=species:S:1:pos:R:3:forces:R:3
C 0.938598 -1.526089 -1.093710 0.12 -0.18 -0.05
C 0.822800 0.044443 0.273110 -0.76 -0.73 -1.57
C 1.250623 0.943543 1.305449 0.79 -2.38 0.54
C -1.192118 -1.018010 -2.447384 2.70 -1.42 -1.10
C -0.764862 1.257669 2.164268 -1.83 -0.02 -1.04
N 1.522824 -1.079535 -0.011324 0.40 0.23 -0.04
N -0.143524 -0.790260 -1.412100 -0.57 1.11 -0.12
N -0.208344 0.228410 -0.578649 -0.05 0.76 0.70
H 1.318309 -2.274518 -1.738325 0.06 -0.91 -0.21
H 1.463704 1.930457 1.129078 -0.32 2.53 -0.56
H 2.108637 0.518085 1.875412 -0.94 -0.01 0.08
H -1.432770 -2.073195 -2.398037 -0.66 0.14 0.11
H -1.953612 -0.322377 -2.541512 -1.81 1.19 1.51
H -0.821419 -0.836869 -3.464118 1.00 -0.41 0.23
H -1.151889 1.051023 3.167514 0.34 -0.90 -0.03
H 0.383327 0.990290 2.379978 0.04 0.05 0.04
H -0.985534 2.347009 2.128745 0.84 -0.64 -0.79
H -1.154750 0.609924 1.261606 0.63 1.60 2.31
```
Forces are in eV/Å.

Charges in e, computed with Mulliken, in the same order as the atoms:
1. C -0.1329
2. C 0.4989
3. C -0.5413
4. C -0.7900
5. C -0.7759
6. N -0.5221
7. N 0.4411
8. N -0.7382
9. H 0.4644
10. H 0.4348
11. H 0.3491
12. H 0.3424
13. H 0.3574
14. H 0.3244
15. H 0.3665
16. H 0.2563
17. H 0.3405
18. H 0.3245

***

Molecular formula: C5H10N3
Method: DFT, ωB97M-V/def2-TZVPD

Summary:
- Total charge: +1
- Electronic energy: -360.4775 Ha
- LUMO: -5.05 eV
- Energy relative to the best compared isomer or geometry (same formula, charge and spin): 61.22 kcal/mol

```
18
Properties=species:S:1:pos:R:3:forces:R:3
C -1.473142 0.295731 0.402570 3.34 -2.05 0.19
C -0.511015 -1.899610 -0.062228 -1.43 -0.09 1.33
C -0.042164 0.826687 0.039890 -1.88 2.30 1.28
C 1.035888 -0.140287 0.096158 1.53 -0.47 -0.42
C 2.373885 0.425932 -0.100492 2.01 0.76 -2.61
N -1.458747 -1.111192 0.104042 -1.67 -1.26 -0.40
N 0.826726 -1.429729 0.115530 1.86 -0.99 0.14
N -2.405985 0.910964 -0.374719 -3.42 2.13 -1.22
H -1.635042 0.324056 1.488068 -0.15 0.36 -0.14
H -0.790255 -2.973438 -0.145393 1.16 0.68 -0.32
H -0.112649 1.174878 -1.023337 0.24 -0.04 0.73
H 0.113161 1.778979 0.725097 0.38 -1.85 -1.62
H 3.244677 -0.262313 -0.455509 -1.94 0.94 0.27
H 2.784052 0.857331 0.770825 0.11 0.55 1.48
H 2.271587 1.398570 -0.798760 0.24 -2.41 1.29
H 1.631267 -2.137680 0.205025 -1.49 1.64 -0.49
H -2.981991 1.597215 0.173280 0.38 -1.28 -1.44
H -2.870254 0.363909 -1.160039 0.73 1.09 1.97
```
Forces are in eV/Å.

Charges in e, computed with Mulliken, in the same order as the atoms:
1. C 0.0110
2. C -0.1468
3. C -0.8392
4. C 0.8235
5. C -1.1836
6. N -0.4155
7. N -0.0886
8. N -0.5114
9. H 0.4017
10. H 0.3682
11. H 0.3319
12. H 0.3851
13. H 0.3477
14. H 0.3686
15. H 0.3169
16. H 0.3396
17. H 0.2445
18. H 0.2463

***

Molecular formula: C5H10N3O
Method: DFT, ωB97M-V/def2-TZVPD

Summary:
- Total charge: +1
- Electronic energy: -435.6149 Ha
- LUMO: -5.19 eV
- Energy relative to the best compared isomer or geometry (same formula, charge and spin): 117.46 kcal/mol

```
19
Properties=species:S:1:pos:R:3:forces:R:3
C -1.998814 0.606845 -0.322787 0.12 2.25 1.27
C -0.960227 1.489810 -0.230648 -0.11 0.77 -0.45
C 1.452260 1.283026 0.135458 -1.78 -0.50 2.30
C 0.134464 -1.376132 -0.446116 -3.74 3.08 -1.42
C 2.116534 -0.027705 0.132514 -0.85 -3.03 0.34
N 1.465792 -1.152257 -0.004301 -0.64 0.32 -0.01
N -0.935790 -1.236029 0.633094 -0.14 -1.70 -0.32
N -2.161342 -0.607042 0.325010 4.35 2.68 0.28
O 0.102492 1.142126 0.595038 0.13 -0.10 -0.76
H -2.960730 0.982474 -0.609316 -0.17 0.32 -0.93
H -0.862888 2.601454 -0.596769 -0.79 -2.54 0.37
H 1.771991 1.779624 1.027460 1.64 0.57 0.34
H 1.568036 1.916187 -0.685704 0.34 0.83 -1.59
H -0.021268 -0.534405 -1.271470 -0.33 -1.88 1.44
H 0.006749 -2.367636 -0.886321 0.54 0.19 0.01
H 3.084992 -0.304401 0.499863 0.92 1.07 0.02
H 1.777638 -2.090558 0.147669 2.01 0.00 0.59
H -0.634910 -1.073564 1.597167 -0.12 0.20 -0.89
H -2.944986 -1.031821 -0.039843 -1.39 -2.52 -0.59
```
Forces are in eV/Å.

Charges in e, computed with Mulliken, in the same order as the atoms:
1. C -0.1816
2. C -0.3253
3. C -0.5186
4. C -0.6733
5. C 0.0071
6. N -0.0285
7. N -0.2431
8. N -0.2590
9. O -0.3154
10. H 0.4057
11. H 0.3315
12. H 0.3486
13. H 0.4109
14. H 0.3913
15. H 0.3674
16. H 0.4357
17. H 0.3303
18. H 0.2945
19. H 0.2218